76
Properties=species:S:1:pos:R:3 method="wB97M-V/def2-TZVPD" charge=+1 homo_energy_ha="-0.46181 / -0.46181" orbital_gap_ev="6.21 / 3.55" spin_multiplicity=2 s2=0.7611
Li -2.030 -0.738 13.714
Li 0.234 -0.713 18.365
Li 2.104 -2.288 18.008
Li 2.593 -4.982 16.313
N 0.279 -2.326 17.185
S 0.428 -2.502 15.428
O -0.521 -1.753 14.542
O 1.300 -3.618 15.114
F 1.452 -1.297 15.402
S -0.703 -3.522 17.248
O -0.074 -4.872 17.410
O -2.042 -3.358 16.646
F -1.333 -3.238 18.706
N -0.932 0.819 18.106
S -1.299 1.574 16.588
O -1.733 2.953 16.731
O -1.751 0.802 15.444
F 0.272 1.753 16.196
S -2.382 0.493 18.321
O -2.900 -0.730 17.684
O -3.308 1.466 18.864
F -2.166 -0.277 19.728
N 3.596 -3.560 17.343
S 4.650 -3.910 18.458
O 5.135 -2.806 19.267
O 5.577 -5.061 18.264
F 3.492 -4.513 19.405
S 4.799 -2.720 16.462
O 5.970 -3.416 15.969
O 4.967 -1.336 16.851
F 3.893 -2.669 15.136
N -0.727 -7.425 13.489
S -0.662 -5.890 13.214
O 0.294 -5.419 12.241
O -1.104 -5.030 14.307
F -1.993 -5.806 12.264
S 0.784 -7.459 14.307
O 1.078 -6.396 15.324
O 1.985 -7.948 13.584
F 0.440 -8.707 15.286
C -6.394 -7.237 13.515
O -6.022 -6.400 14.536
C -4.821 -6.433 15.012
O -3.918 -7.007 14.476
O -4.799 -5.660 16.124
C -3.714 -6.054 16.962
H -7.473 -7.313 13.380
H -5.958 -8.228 13.639
H -6.093 -6.919 12.517
H -2.795 -5.955 16.385
H -3.819 -7.034 17.427
H -3.584 -5.397 17.822
C 4.405 -8.824 16.754
O 2.983 -8.844 17.085
C 2.463 -7.777 17.696
O 2.960 -6.620 17.635
O 1.340 -8.148 18.312
C 0.632 -7.253 19.192
H 4.904 -8.119 17.419
H 4.500 -8.319 15.793
H 4.891 -9.791 16.877
H 0.639 -7.627 20.216
H -0.388 -7.299 18.811
H 0.889 -6.199 19.091
C 3.432 -0.843 12.613
O 4.440 -0.565 13.560
C 5.664 -0.098 13.207
O 5.987 0.302 12.024
O 6.496 -0.054 14.324
C 7.734 0.569 14.277
H 3.302 -0.092 11.834
H 2.464 -1.005 13.086
H 3.732 -1.713 12.029
H 8.507 -0.170 14.485
H 7.833 1.257 15.117
H 8.045 1.049 13.349